Entry 1:
Density functional theory data (the ωB97M-V functional and the def2-TZVPD basis) for C10H6N2O3SSn as an isolated structure.

XYZ file:
```
23
Properties=species:S:1:pos:R:3:forces:R:3
O -4.005 -1.798 0.306 1.1 0.5 0.7
C -3.128 -1.400 -0.300 -2.4 -1.1 -1.8
Sn -1.502 -0.664 -1.395 0.1 0.0 0.9
C -2.260 0.835 -2.633 -1.7 2.7 -0.8
C -0.896 -2.211 -2.654 0.9 -3.0 -0.8
O -2.638 1.685 -3.306 1.0 -2.0 0.9
O -0.517 -3.052 -3.340 -0.8 2.1 0.9
N 1.198 0.554 -2.755 0.6 0.3 3.6
C 1.211 0.551 -1.374 -0.2 -0.1 -1.1
N 0.204 0.095 -0.607 0.5 0.2 -1.4
C 0.406 0.177 0.788 -0.7 -0.3 0.5
C -0.486 -0.230 1.817 2.0 0.9 0.2
C -0.029 -0.033 3.144 0.2 0.1 -1.9
C 1.232 0.530 3.407 0.1 0.1 -1.4
C 2.085 0.919 2.359 -0.8 -0.4 -0.2
C 1.641 0.728 1.041 0.8 0.4 0.8
S 2.523 1.132 -0.465 -0.3 -0.1 0.8
H 2.009 0.920 -3.187 0.6 0.3 -0.8
H 0.450 0.223 -3.295 -0.9 -0.4 -0.9
H -1.443 -0.657 1.579 -0.2 -0.1 0.3
H -0.670 -0.325 3.937 -0.4 -0.2 0.7
H 1.558 0.670 4.415 0.1 0.0 0.4
H 3.056 1.352 2.519 0.1 0.1 0.3
```
Forces are in eV/Å.

The lowest unoccupied orbital energy (spin up / spin down) comes out at -9.1 / -9.5 eV. As for the total charge: +2. The value obtained for the total energy is -1331.54749 a.u. The energy above the lowest of the compared OMol25 structures with the same formula, charge and spin is 0.00 kcal/mol. The value obtained for the frontier orbital gap (spin up / spin down) is 5.83 / 5.42 eV.

Entry 2:
Density functional theory data (the ωB97M-V functional and the def2-TZVPD basis) for one molecule with the formula C10H6N2S.

XYZ file:
```
19
Properties=species:S:1:pos:R:3:forces:R:3
N 3.333 -0.677 1.265 -0.1 0.8 -0.4
C 3.002 -0.038 0.363 0.5 -1.2 0.2
C 2.465 0.418 -0.916 -1.0 -3.6 -0.6
C 1.937 1.687 -0.849 -1.1 3.1 0.4
N 1.441 2.715 -0.745 -0.1 0.2 -0.1
C 1.059 -0.650 -1.059 2.0 -1.1 -2.1
S 1.186 -2.047 -1.908 0.5 1.5 0.7
C -0.204 -0.394 -0.404 -2.5 1.1 2.4
C -1.247 0.499 -0.807 2.0 -0.5 -0.6
C -2.415 0.651 -0.088 -1.5 0.7 0.1
C -2.579 -0.057 1.109 -1.8 0.2 -0.1
C -1.599 -0.893 1.589 0.4 -0.2 0.3
C -0.456 -1.050 0.812 0.4 0.7 0.2
H 3.174 0.343 -1.788 -0.8 -0.5 1.0
H -0.930 1.017 -1.691 -0.9 0.7 -0.4
H -3.309 1.340 -0.359 2.1 -1.2 0.0
H -3.583 0.040 1.587 1.1 -0.1 -0.1
H -1.626 -1.387 2.591 -0.2 0.5 -1.1
H 0.352 -1.517 1.298 1.0 -1.1 0.2
```
Forces are in eV/Å.

The lowest unoccupied orbital energy comes out at -1.2 eV. The value obtained for the total energy is -892.25676 a.u. The energy above the lowest of the compared OMol25 structures with the same formula, charge and spin is 49.37 kcal/mol. Its SMILES is N#CC(C#N)C(=S)c1ccccc1. The value obtained for the frontier orbital gap is 8.02 eV.

Entry 3:
Density functional theory data (the ωB97M-V functional and the def2-TZVPD basis) for an isolated ion of composition C10H6NO2 and charge +1.

XYZ file:
```
19
Properties=species:S:1:pos:R:3:forces:R:3
C 2.897 1.245 0.069 -0.1 -0.8 0.1
C 1.747 2.150 -0.204 -0.9 0.5 -0.1
C 2.507 -0.044 0.259 0.3 0.5 -0.1
C 0.289 -1.258 0.228 0.9 0.3 0.0
C 0.835 1.236 -0.081 0.0 0.0 0.3
C 1.040 -0.131 0.143 -1.1 -0.9 0.1
C -4.180 -0.041 -0.139 0.2 -0.2 0.0
C -3.396 -1.118 -0.187 -0.1 0.2 0.0
C -3.292 1.156 0.124 -0.4 -0.4 -0.2
C -2.019 -0.619 0.063 -1.2 1.8 0.1
N -1.962 0.650 0.236 2.6 -0.5 -0.1
O -3.580 2.303 0.207 0.0 0.0 0.0
O -1.009 -1.489 0.120 0.0 -0.5 -0.1
H 3.889 1.663 0.111 0.1 0.0 0.0
H 1.772 3.202 -0.388 0.0 0.3 -0.1
H 3.133 -0.886 0.495 0.0 -0.1 0.0
H 0.814 -2.200 0.377 -0.1 0.2 0.0
H -5.241 0.053 -0.275 -0.2 -0.1 0.0
H -3.637 -2.146 -0.381 -0.1 -0.2 0.0
```
Forces are in eV/Å.

The lowest unoccupied orbital energy (spin up / spin down) comes out at -6.7 / -6.7 eV. As for the total charge: +1. The value obtained for the total energy is -589.42016 a.u. The value obtained for the frontier orbital gap (spin up / spin down) is 7.38 / 7.38 eV.

Entry 4:
Density functional theory data (the ωB97M-V functional and the def2-TZVPD basis) for an isolated ion of composition C10H6NO3 and charge -1.

XYZ file:
```
20
Properties=species:S:1:pos:R:3:forces:R:3
C 0.313 -0.456 -2.268 -1.8 -1.0 -0.1
C -1.027 -0.985 -2.264 -0.2 1.5 2.4
C 1.036 -0.447 -1.116 -1.1 -0.3 0.4
C -1.681 -1.182 -1.033 4.9 0.2 -0.1
C 0.465 -0.737 0.144 -1.5 -1.3 -0.3
C -0.946 -1.096 0.228 2.7 0.9 -7.1
C 1.254 -0.792 1.385 0.0 2.9 -0.9
C 1.447 0.568 1.535 0.0 1.2 0.2
C 1.372 1.913 1.603 3.5 -1.8 1.2
C 0.177 2.640 1.362 -1.8 -2.2 -2.4
N -1.536 -1.202 1.355 -2.7 -0.9 5.0
O -2.663 -1.736 1.383 0.5 0.3 -0.1
O 1.456 -1.712 2.141 0.1 -2.1 1.4
O 0.035 3.825 1.373 -0.4 1.6 0.4
H 0.753 -0.111 -3.190 0.2 -0.2 -0.2
H -1.662 -0.948 -3.110 -0.2 -0.2 -1.0
H 2.068 -0.339 -1.219 1.5 0.6 0.3
H -2.629 -1.528 -0.955 -3.0 -0.6 0.0
H 2.390 2.423 1.856 -2.0 -0.2 -0.7
H -0.624 1.903 0.791 1.1 1.4 1.6
```
Forces are in eV/Å.

The lowest unoccupied orbital energy (spin up / spin down) comes out at 2.2 / 2.2 eV. As for the total charge: -1. The value obtained for the total energy is -664.97393 a.u. The value obtained for the frontier orbital gap (spin up / spin down) is 5.61 / 5.61 eV.

Entry 5:
Density functional theory data (the ωB97M-V functional and the def2-TZVPD basis) for one molecule with the formula C10H7F5.

XYZ file:
```
22
Properties=species:S:1:pos:R:3:forces:R:3
F 3.590 -1.640 1.049 0.0 0.1 0.2
C 3.066 -0.904 0.057 -1.8 -0.1 -0.6
F 3.849 0.186 -0.169 -0.3 -0.4 0.1
C 2.485 -1.614 -1.149 -1.1 0.1 2.1
C 1.573 -0.817 -0.186 2.3 -1.3 1.0
C 0.403 -0.621 0.408 0.7 0.0 0.1
C 0.352 -0.047 1.768 -2.3 1.9 -1.3
C -0.548 0.955 1.974 0.4 0.2 1.6
C -1.450 1.362 0.925 -0.1 -0.2 0.0
C -1.583 0.640 -0.155 -1.8 -0.3 -3.1
C -0.854 -0.683 -0.398 -0.4 1.1 -1.4
C -1.921 -1.717 -0.025 0.1 -2.5 0.8
F -1.366 -2.860 0.494 0.5 0.4 -0.6
F -2.793 -1.380 0.923 0.0 1.1 0.4
F -2.693 -2.116 -1.042 0.4 0.3 -0.8
H 2.395 -2.745 -1.074 0.2 1.7 -0.7
H 2.628 -0.976 -1.979 0.5 -0.4 -1.7
H 1.025 -0.420 2.462 1.1 -0.4 1.4
H -0.739 1.542 2.920 0.9 -1.2 -0.8
H -2.213 2.106 0.999 0.2 0.8 0.7
H -2.469 0.919 -0.840 1.7 -0.7 0.9
H -0.498 -0.780 -1.494 -1.1 -0.2 1.7
```
Forces are in eV/Å.

The lowest unoccupied orbital energy comes out at -0.2 eV. The value obtained for the total energy is -884.46720 a.u. The energy above the lowest of the compared OMol25 structures with the same formula, charge and spin is 0.00 kcal/mol. Its SMILES is FC1(F)C/C1=C1/C=CC=C[C@@H]1C(F)(F)F. The value obtained for the frontier orbital gap is 8.73 eV.

Entry 6:
Density functional theory data (the ωB97M-V functional and the def2-TZVPD basis) for C10H7N3O4S7Ti as an isolated structure.

XYZ file:
```
32
Properties=species:S:1:pos:R:3:forces:R:3
Ti 1.777 0.043 0.076 -0.7 0.8 -1.7
O 0.406 1.111 -0.224 -2.1 1.4 -0.3
C -0.883 1.297 -0.166 -0.1 -0.1 0.0
C -1.409 2.595 -0.204 0.0 0.1 0.0
C -2.770 2.798 -0.131 0.0 0.0 0.0
C -3.646 1.717 -0.013 0.0 0.0 0.0
C -3.133 0.435 0.016 0.0 0.0 0.0
C -1.760 0.203 -0.072 0.0 0.0 0.0
C -1.200 -1.144 -0.093 0.0 0.0 0.0
N 0.075 -1.472 -0.030 -0.1 0.0 -0.2
C 0.146 -2.838 -0.097 0.0 -0.1 0.0
C -1.106 -3.355 -0.192 0.0 0.0 0.0
N -1.952 -2.270 -0.193 0.0 0.0 0.0
H -0.699 3.410 -0.261 0.0 0.0 0.0
H -3.161 3.808 -0.149 0.0 0.0 0.0
H -4.714 1.881 0.061 0.0 0.0 0.0
H -3.817 -0.401 0.124 0.0 0.0 0.0
H 1.092 -3.348 -0.068 0.0 0.0 0.0
H -1.462 -4.367 -0.269 0.0 0.0 0.0
H -2.951 -2.292 -0.275 0.0 0.0 0.0
S 0.872 -0.335 2.546 -0.1 0.1 -0.2
S 0.388 1.606 3.042 0.1 0.2 0.1
S 2.150 2.669 2.834 -0.1 -0.1 0.3
S 2.479 2.787 0.822 0.1 -0.3 0.0
S 3.543 0.117 -4.405 0.0 0.1 0.0
C 2.861 0.100 -2.879 0.2 -0.2 -0.2
S 1.303 -0.514 -2.504 0.3 -0.1 0.5
S 3.664 0.667 -1.465 -0.2 0.3 0.0
O 3.386 -0.015 1.270 1.3 -0.5 0.6
N 3.513 -1.244 1.069 1.1 -0.7 0.5
O 4.282 -1.953 1.664 0.0 0.0 -0.1
O 2.725 -1.697 0.164 0.4 -1.0 0.5
```
Forces are in eV/Å.

The lowest unoccupied orbital energy comes out at 4.3 eV. As for the total charge: -2. The value obtained for the total energy is -4487.42139 a.u. The energy above the lowest of the compared OMol25 structures with the same formula, charge and spin is 34.55 kcal/mol. The value obtained for the frontier orbital gap is 5.20 eV.

Entry 7:
Density functional theory data (the ωB97M-V functional and the def2-TZVPD basis) for one molecule with the formula C10H7NO2.

XYZ file:
```
20
Properties=species:S:1:pos:R:3:forces:R:3
O 1.167 -0.528 2.972 -1.1 4.2 -3.2
C 0.823 0.518 2.261 1.5 -6.3 6.2
C 0.708 0.522 0.901 -2.3 -0.7 -6.3
C 1.405 1.367 0.026 1.4 -2.0 4.6
O 2.462 2.018 0.618 0.2 0.7 3.9
C 1.361 1.273 -1.345 1.4 3.7 0.7
C 0.405 0.610 -1.943 -1.0 -0.9 -4.8
C -0.419 -0.224 -1.178 -3.9 -2.4 1.2
C -1.575 -1.074 -1.697 4.9 3.8 -6.2
N -2.290 -1.945 -1.149 -0.7 0.6 -1.2
C -2.168 -1.983 0.173 2.7 0.7 1.6
C -1.205 -1.290 0.926 -1.6 0.4 1.3
C -0.342 -0.303 0.245 1.2 -0.4 0.8
H 0.406 1.272 2.841 -0.4 2.2 1.1
H 2.474 1.943 1.769 -0.3 0.2 -5.3
H 1.887 2.085 -1.839 0.5 -0.5 -0.3
H 0.476 0.807 -3.173 -1.1 -1.2 3.4
H -1.515 -0.894 -2.954 -0.9 -0.9 3.3
H -2.755 -2.790 0.424 -1.2 -1.3 2.4
H -1.303 -1.386 2.123 0.7 0.2 -3.1
```
Forces are in eV/Å.

The lowest unoccupied orbital energy comes out at -0.7 eV. The value obtained for the total energy is -590.34005 a.u. The energy above the lowest of the compared OMol25 structures with the same formula, charge and spin is 102.21 kcal/mol. Its SMILES is O=Cc1c(O)ccc2cnccc12. The value obtained for the frontier orbital gap is 8.33 eV.

Entry 8:
Density functional theory data (the ωB97M-V functional and the def2-TZVPD basis) for C10H7NO4Ti as an isolated structure.

XYZ file:
```
23
Properties=species:S:1:pos:R:3:forces:R:3
Ti -0.228 -1.094 -2.200 -0.1 13.0 3.1
O -0.198 2.646 -4.193 -0.1 -3.9 2.2
C -0.209 1.635 -3.642 0.1 3.3 -2.0
C 1.329 -1.902 -1.760 9.2 -6.1 2.3
O 2.320 -2.417 -1.480 -3.0 1.9 -0.8
C -1.803 -1.874 -1.774 -8.9 -5.7 2.1
O -2.806 -2.370 -1.502 2.9 1.7 -0.8
C -0.229 -1.961 -3.790 0.0 -5.8 -9.3
O -0.229 -2.510 -4.798 0.0 1.5 2.6
C 0.417 1.435 3.629 -0.2 -0.1 0.4
C 0.201 0.905 2.242 -0.1 0.2 0.7
C 1.195 1.048 1.271 -0.1 -0.5 -1.4
C 0.998 0.509 -0.005 -0.5 0.3 2.0
N -0.150 -0.166 -0.313 -0.4 -0.2 0.1
C -1.142 -0.285 0.625 1.2 1.0 1.5
C -0.984 0.244 1.909 0.0 -0.4 -1.2
H 1.307 0.941 4.076 -0.4 0.4 -0.3
H 0.588 2.530 3.596 0.0 -0.6 0.1
H -0.455 1.230 4.286 0.6 0.2 -0.5
H 2.122 1.554 1.503 0.0 0.0 0.0
H 1.784 0.598 -0.742 0.0 -0.1 -0.3
H -2.057 -0.812 0.424 0.0 -0.1 -0.4
H -1.773 0.115 2.638 0.0 0.0 0.0
```
Forces are in eV/Å.

The lowest unoccupied orbital energy (spin up / spin down) comes out at -10.9 / -10.9 eV. The multiplicity is 3. As for the total charge: +2. The value obtained for the total energy is -1589.67944 a.u. The value obtained for the frontier orbital gap (spin up / spin down) is 6.75 / 6.66 eV.

Entry 9:
Density functional theory data (the ωB97M-V functional and the def2-TZVPD basis) for C10H8BrN2O2STl as an isolated structure.

XYZ file:
```
25
Properties=species:S:1:pos:R:3:forces:R:3
Tl -0.323 1.027 -0.003 1.0 0.8 0.0
O 6.353 3.115 0.000 0.8 0.3 0.0
C 5.138 2.615 0.000 -1.3 -0.7 0.0
C 4.837 1.242 0.000 0.0 0.2 0.0
C 3.511 0.851 0.000 0.7 0.1 0.0
N 2.501 1.709 0.000 -1.4 0.2 0.0
C 2.777 3.007 0.000 0.5 -0.2 0.0
Br 1.279 4.184 0.000 0.1 -0.2 0.0
C 4.055 3.516 0.000 0.2 0.0 0.0
H 7.066 2.456 0.000 -0.4 0.1 0.0
H 5.620 0.498 0.000 0.1 0.0 0.0
H 3.234 -0.195 0.000 0.2 -0.1 0.0
H 4.245 4.577 0.000 0.0 0.1 0.0
O -2.905 -0.133 0.000 -1.1 -1.1 0.0
N -3.556 -1.207 0.000 -0.1 2.2 0.0
C -4.903 -1.202 0.000 -0.7 0.7 0.0
C -5.630 -2.369 0.001 0.5 0.1 0.0
C -4.973 -3.610 0.001 0.8 -0.6 0.0
C -3.602 -3.633 0.001 -1.5 -0.9 0.0
C -2.871 -2.428 0.000 3.8 -0.5 0.0
S -1.186 -2.386 0.000 -2.2 -0.5 0.0
H -5.358 -0.221 0.000 0.1 0.0 0.0
H -6.708 -2.319 0.001 -0.1 0.1 0.0
H -5.543 -4.525 0.001 0.0 -0.1 0.0
H -3.059 -4.567 0.001 0.1 0.0 0.0
```
Forces are in eV/Å.

The lowest unoccupied orbital energy comes out at -11.5 eV. As for the total charge: +2. The value obtained for the total energy is -3789.83170 a.u. The value obtained for the frontier orbital gap is 3.12 eV.

Entry 10:
Density functional theory data (the ωB97M-V functional and the def2-TZVPD basis) for one molecule with the formula C10H8BrNO2.

XYZ file:
```
22
Properties=species:S:1:pos:R:3:forces:R:3
O -0.315 -5.295 1.237 0.4 0.5 -0.9
C -0.548 -4.462 0.381 -1.3 -3.0 3.1
N 0.103 -3.316 0.173 2.2 0.8 -1.2
C -0.373 -2.669 -0.928 -7.8 -1.4 -2.2
C 0.121 -1.373 -1.557 -0.9 -1.7 1.0
C -0.048 -0.186 -0.633 1.4 0.2 -0.6
C 1.127 0.403 -0.053 -3.2 1.3 -0.3
C 0.839 1.471 0.818 0.0 -0.7 -0.8
C -0.469 1.906 1.156 1.5 -1.6 -1.6
C -1.564 1.367 0.490 2.8 -0.9 0.1
C -1.310 0.333 -0.426 -2.6 -0.9 0.5
C -1.833 -3.435 -1.140 7.6 3.4 1.0
Br -3.027 -3.253 -2.542 0.1 -0.3 0.3
O -1.668 -4.552 -0.349 -1.5 0.5 -1.2
H 1.110 -3.441 0.247 -0.1 0.5 0.6
H -0.431 -1.289 -2.514 0.7 0.1 0.4
H 1.172 -1.628 -1.631 0.5 0.6 -0.9
H 2.110 0.224 -0.467 0.1 -0.3 0.4
H 1.686 1.997 1.189 0.4 0.4 0.6
H -0.479 2.606 1.925 -0.7 1.3 1.0
H -2.525 1.586 0.804 -1.8 0.6 0.2
H -2.284 -0.206 -0.791 2.2 0.9 0.2
```
Forces are in eV/Å.

The lowest unoccupied orbital energy comes out at 0.3 eV. The value obtained for the total energy is -3165.01806 a.u. The energy above the lowest of the compared OMol25 structures with the same formula, charge and spin is 5.91 kcal/mol. Its SMILES is O=c1[nH]c(Cc2ccccc2)c(Br)o1. The value obtained for the frontier orbital gap is 8.01 eV.

no.,F_max (hartree/bohr)
1,0.0704
2,0.0743
3,0.0505
4,0.1483
5,0.0707
6,0.0492
7,0.1748
8,0.2608
9,0.0741
10,0.1621